Entry 1:
66
Properties=species:S:1:pos:R:3:nbo_charge:R:1 method="wB97M-V/def2-TZVPD" multiplicity=1 homo_ev=-2.4 energy_ev=-53475.9919 charge=-1
N -2.90993 -3.57118 -3.16177 -1.0527
C -1.94244 -4.74816 -2.99862 -0.2988
C -0.43705 -4.12791 -3.38130 0.5302
O 0.32249 -4.58181 -4.38681 -0.6433
C 0.07606 -2.90930 -2.35711 -0.0854
C 0.52054 -3.39016 -0.84445 -0.2716
C 0.99091 -2.21878 0.23424 -0.2737
C 0.98434 -0.66537 -0.31220 -0.2370
C 0.54011 -0.18951 -1.81683 -0.2327
C 0.06553 -1.35968 -2.89359 -0.2137
H -2.83257 -2.94249 -2.30732 0.2859
H -1.85615 -5.04490 -1.84730 0.1352
H -2.22668 -5.68509 -3.64030 0.1911
H 0.47837 -4.53035 -0.58434 0.2390
H 1.28790 -2.57207 1.30989 0.2273
H 1.32626 0.16886 0.44977 0.2246
H 0.50940 0.93312 -2.18160 0.2290
H -0.28542 -1.10510 -4.00435 0.2561
C -2.23477 2.97506 1.05894 -0.2190
C -2.49900 3.54416 2.23904 -0.2525
C -2.41507 2.77511 3.49631 0.4696
O -2.65869 3.29467 4.57669 -0.5233
C -2.02649 1.35407 3.39918 -0.2564
C -1.76226 0.78496 2.21908 -0.1852
C -1.84619 1.55401 0.96181 0.4763
O -1.60258 1.03445 -0.11857 -0.4808
H -2.29234 3.52465 0.12733 0.2676
H -2.78461 4.58556 2.32700 0.2283
H -1.96892 0.80448 4.33078 0.2293
H -1.47666 -0.25643 2.13111 0.2465
C -5.64400 3.40099 -2.38366 -0.2480
C -6.14326 2.55369 -3.28873 -0.2105
C -5.44075 1.30278 -3.63643 0.4579
O -5.89599 0.52765 -4.46616 -0.4657
C -4.16672 1.02384 -2.94446 -0.1980
C -3.66745 1.87114 -2.03939 -0.2792
C -4.36996 3.12206 -1.69169 0.5053
O -3.91473 3.89719 -0.86196 -0.5467
H -6.14616 4.32310 -2.11759 0.2234
H -7.07696 2.74366 -3.80442 0.2268
H -3.66455 0.10173 -3.21053 0.2637
H -2.73375 1.68117 -1.52370 0.2666
C 1.45797 3.84381 5.30458 -0.2177
C 0.95871 2.99651 4.39951 -0.2274
C 1.66122 1.74559 4.05181 0.4788
O 1.20598 0.97046 3.22208 -0.4874
C 2.93525 1.46665 4.74378 -0.2296
C 3.43452 2.31395 5.64885 -0.2218
C 2.73201 3.56487 5.99655 0.4678
O 3.18724 4.34000 6.82628 -0.4948
H 0.95581 4.76592 5.57065 0.2346
H 0.02501 3.18647 3.88382 0.2323
H 3.43741 0.54454 4.47771 0.2357
H 4.36822 2.12399 6.16453 0.2299
C 4.43721 -4.10367 -1.95230 -0.2375
C 3.86173 -2.92801 -1.68220 -0.2141
C 4.67080 -1.72485 -1.40465 0.4752
O 4.14491 -0.64884 -1.15537 -0.4826
C 6.13960 -1.87077 -1.43873 -0.2275
C 6.71508 -3.04644 -1.70883 -0.2355
C 5.90601 -4.24959 -1.98637 0.4730
O 6.43190 -5.32561 -2.23565 -0.5101
H 3.85847 -4.99600 -2.15737 0.2394
H 2.78572 -2.80455 -1.65419 0.2686
H 6.71834 -0.97845 -1.23365 0.2224
H 7.79109 -3.16989 -1.73684 0.2229

Entry 2:
68
Properties=species:S:1:pos:R:3:nbo_charge:R:1 method="wB97M-V/def2-TZVPD" multiplicity=2 homo_ev="-11.0 / -10.9" energy_ev=-151274.6379 charge=+1 e_above_lowest_kj_mol=5.7
Ir -0.16003 0.41883 0.20519 0.4778
C 0.42213 1.82145 -1.45358 0.0066
C -0.86581 1.28558 -1.81043 -0.0331
C -0.70128 -0.13062 -1.99245 0.0000
C 0.68115 -0.46194 -1.77181 -0.0218
C 1.38735 0.74040 -1.44921 -0.0121
C 2.85244 0.92888 -1.27777 -0.6574
C 1.25614 -1.82547 -1.95057 -0.6484
C -1.72420 -1.05527 -2.57327 -0.6609
C -2.06573 2.09770 -2.16734 -0.6539
C 0.74172 3.27464 -1.37568 -0.6578
H 3.27756 1.27975 -2.22135 0.2483
H 3.35060 0.00112 -1.00404 0.2444
H 3.06456 1.67533 -0.51369 0.2537
H 1.39391 -2.01911 -3.01756 0.2505
H 0.59116 -2.59583 -1.56154 0.2333
H 2.22209 -1.92367 -1.46140 0.2509
H -2.11658 -1.77745 -1.85872 0.2420
H -1.26858 -1.62453 -3.38527 0.2487
H -2.56250 -0.49180 -2.97829 0.2417
H -2.02501 2.34146 -3.23184 0.2474
H -2.09330 3.03291 -1.61110 0.2371
H -2.99253 1.56566 -1.97319 0.2458
H 1.10459 3.60199 -2.35341 0.2544
H 1.52882 3.47806 -0.65020 0.2525
H -0.13353 3.86952 -1.12434 0.2371
S 1.16632 1.86147 1.51288 0.1422
C 1.74536 0.53399 2.44713 -0.2488
S 1.10953 -0.90701 1.73569 0.0680
C 2.50626 0.62159 3.56881 -0.3948
C 2.87457 -0.56318 4.27503 0.2664
N 3.12619 -1.52659 4.85024 -0.2674
C 2.89227 1.90151 4.06853 0.2738
N 3.20560 2.93363 4.46829 -0.2803
F -3.70018 -3.81030 5.04709 -0.2560
C -3.31358 -2.80701 4.28420 0.3059
C -3.64859 -1.50603 4.61176 0.2796
F -4.37005 -1.25413 5.69034 -0.2612
C -3.23914 -0.46905 3.79051 0.4139
F -3.66104 0.75050 4.12043 -0.2921
C -2.45433 -0.67425 2.65568 -0.4644
P -1.97825 0.78899 1.65547 1.1585
C -3.59268 1.14115 0.90939 -0.4221
C -4.42931 2.17832 1.30434 -0.1798
C -5.68202 2.31479 0.71784 -0.1941
C -6.11010 1.41380 -0.24320 -0.1768
C -5.28797 0.35848 -0.62053 -0.2139
C -4.03397 0.22666 -0.05133 -0.1502
C -1.56499 2.08335 2.83958 -0.3814
C -0.93673 1.77216 4.04161 -0.2015
C -0.40789 2.78333 4.82757 -0.1789
C -0.50236 4.10593 4.42017 -0.1860
C -1.12168 4.41942 3.21816 -0.1425
C -1.63724 3.41091 2.42096 -0.2345
C -2.19909 -1.99992 2.31287 -0.1413
Br -1.44187 -2.50717 0.66590 0.1764
C -2.60650 -3.04883 3.11814 0.3658
F -2.35822 -4.30675 2.77949 -0.2802
H -4.13463 2.86294 2.08661 0.2373
H -6.32797 3.12383 1.03102 0.2337
H -7.08947 1.52181 -0.68942 0.2329
H -5.62617 -0.36094 -1.35488 0.2274
H -3.39617 -0.59977 -0.34659 0.2031
H -0.83320 0.74107 4.35988 0.2254
H 0.09084 2.53629 5.75492 0.2381
H -0.08016 4.89020 5.03330 0.2363
H -1.18806 5.44872 2.89206 0.2209
H -2.06935 3.66049 1.45830 0.2156

Entry 3:
65
Properties=species:S:1:pos:R:3:nbo_charge:R:1 method="wB97M-V/def2-TZVPD" multiplicity=2 homo_ev="-8.3 / -8.1" energy_ev=-147753.5548
Fe -0.30837 0.22051 0.14265 0.6151
C -0.61435 -5.87505 -3.30040 -0.2046
C -1.53328 -4.96154 -3.79567 -0.2058
C -1.68532 -3.72064 -3.18756 -0.2341
C -0.91004 -3.39125 -2.08142 -0.2332
C -0.00851 -4.32382 -1.56830 -0.2137
C 0.14289 -5.55798 -2.17876 -0.1959
P -0.95069 -1.74447 -1.30252 0.8292
C -2.37812 -0.90306 -2.07180 -0.3775
C -3.65657 -1.27116 -1.64284 -0.1440
C -4.77663 -0.61445 -2.12370 -0.2255
C -4.63118 0.43252 -3.02899 -0.2024
C -3.36625 0.81694 -3.44474 -0.1979
C -2.24103 0.15250 -2.96790 -0.2174
C 0.53059 -0.94545 -1.94630 -0.4356
C 1.01521 -1.01762 -3.25848 -0.2003
C 2.24427 -0.45892 -3.54277 -0.2101
C 2.98827 0.14086 -2.52298 -0.2139
C 2.48461 0.24547 -1.23978 -0.1575
C 1.22559 -0.27592 -0.92750 -0.2401
H -0.48775 -6.83397 -3.78651 0.2168
H -2.13269 -5.20932 -4.66253 0.2175
H -2.40561 -3.01265 -3.57846 0.2273
H 0.58122 -4.07740 -0.69201 0.2206
H 0.85110 -6.27360 -1.78105 0.2168
H -3.76730 -2.07157 -0.91807 0.2092
H -5.76120 -0.89872 -1.77528 0.2177
H -5.50474 0.94994 -3.40462 0.2184
H -3.24868 1.64237 -4.13628 0.2197
H -1.25442 0.46303 -3.29103 0.2306
H 0.44722 -1.52769 -4.02987 0.2190
H 2.63828 -0.49694 -4.55091 0.2158
H 3.97194 0.53798 -2.74627 0.2135
H 3.08335 0.72519 -0.47422 0.2021
Cl -2.80234 1.04396 0.99942 0.0595
C -2.11318 2.33617 0.06215 -0.1071
C -0.82800 2.10896 -0.38172 -0.2613
C -0.31379 3.10880 -1.20276 -0.0840
Cl 1.28965 2.97435 -1.83869 0.0300
C -1.05506 4.23754 -1.56226 -0.0905
Cl -0.39656 5.41360 -2.63452 0.0531
C -2.34039 4.41819 -1.05633 -0.0816
Cl -3.26205 5.80579 -1.48303 0.0579
C -2.88043 3.45651 -0.21391 -0.0876
Cl -4.45617 3.63895 0.45084 0.0531
C -0.25969 1.60391 3.38981 -1.1421
Si 0.03892 -0.00512 2.50564 1.3619
C -1.14955 -1.31363 3.10003 -1.1477
C 1.78700 -0.53643 2.87387 -0.4227
C 2.08718 -1.65883 3.64766 -0.2117
C 3.40547 -2.01664 3.90871 -0.2179
C 4.44588 -1.25963 3.39190 -0.2093
C 4.16875 -0.13934 2.61742 -0.2044
C 2.85243 0.21201 2.35867 -0.2239
H -0.06550 1.46526 4.45804 0.2399
H -1.28550 1.95412 3.26339 0.2415
H 0.41138 2.38193 3.01852 0.2442
H -1.13644 -1.36540 4.19394 0.2404
H -0.87915 -2.29461 2.70206 0.2430
H -2.17056 -1.09325 2.78464 0.2398
H 1.28595 -2.26295 4.06002 0.2055
H 3.61942 -2.88876 4.51401 0.2114
H 5.47240 -1.54328 3.58795 0.2122
H 4.97907 0.45434 2.21251 0.2110
H 2.64524 1.08275 1.74248 0.2073